No. 1
This record from the Open Molecules 2025 dataset describes a 2-piece molecular cluster, C6H12O overall at a distorted geometry. The level of theory is ωB97M-V/def2-TZVPD.

Each atom is followed by the atoms it is bonded to, with distances in Å.
CARTESIAN COORDINATES (ANGSTROEM)
1 C 0.3049 0.0444 1.8084  C2 1.492, H8 1.100, H9 1.104
2 C -1.1634 0.3067 1.7962  C1 1.492, H10 1.100, H11 1.095, H12 1.088
3 O -1.8165 0.3232 -0.7707  C4 1.204
4 C -0.7852 0.8275 -1.1343  O3 1.204, C6 1.508, H13 1.120
5 C 1.3673 0.6907 -0.4571  C6 1.522, H14 1.084, H15 1.111
6 C 0.4511 0.0375 -1.4814  C4 1.508, C5 1.522, C7 1.528, H16 1.115
7 C 0.3109 -1.4755 -1.3172  C6 1.528, H17 1.093, H18 1.097, H19 1.093
8 H 0.7602 0.6213 2.6265  C1 1.100
9 H 0.4642 -1.0323 1.9963  C1 1.104
10 H -1.4585 0.0428 2.8225  C2 1.100
11 H -1.3903 1.3569 1.5845  C2 1.095
12 H -1.7063 -0.3403 1.1105  C2 1.088
13 H -0.6813 1.9428 -1.1436  C4 1.120
14 H 2.3581 0.2671 -0.3345  C5 1.084
15 H 1.4703 1.7579 -0.7472  C5 1.111
16 H 0.6598 0.2547 -2.5548  C6 1.115
17 H -0.4987 -1.8963 -1.9194  C7 1.093
18 H 1.2381 -1.9832 -1.6088  C7 1.097
19 H 0.1154 -1.7458 -0.2759  C7 1.093

Calculated values
total charge = 0
max |F| = 1.147 eV Å⁻¹
energy above the lowest of the compared OMol25 structures with the same formula, charge and spin = 106.3 kcal per mole
total energy = -8459.746 eV

From a natural (NBO) analysis of the wavefunction, the atomic charges in e read:
1. C -0.270
2. C -0.679
3. O -0.549
4. C 0.461
5. C -0.353
6. C -0.401
7. C -0.605
8. H 0.183
9. H 0.178
10. H 0.217
11. H 0.212
12. H 0.241
13. H 0.115
14. H 0.194
15. H 0.185
16. H 0.224
17. H 0.221
18. H 0.211
19. H 0.216

***

No. 2
This record from the Open Molecules 2025 dataset describes a 4-piece molecular cluster, C38H67N4O5S overall at a distorted geometry. The level of theory is ωB97M-V/def2-TZVPD.

Each atom is followed by the atoms it is bonded to, with distances in Å.
CARTESIAN COORDINATES (ANGSTROEM)
1 C -2.7701 6.1077 1.2954  C2 1.603, H31 1.154, H32 1.155, H33 1.148
2 C -4.1063 6.9905 1.3686  C1 1.603, C3 1.614, H34 1.156, H35 1.145
3 C -5.0557 6.8642 0.0690  C2 1.614, C4 1.616, H36 1.143, H37 1.158
4 C -4.4623 7.5969 -1.2433  C3 1.616, C5 1.633, H38 1.144, H39 1.156
5 C -4.9460 6.7621 -2.5606  C4 1.633, C6 1.611, H40 1.142, H41 1.157
6 C -3.7952 6.6696 -3.6839  C5 1.611, C7 1.615, H42 1.142, H43 1.152
7 C -3.1185 5.2036 -3.6453  C6 1.615, C8 1.606, H44 1.144, H45 1.152
8 C -2.5090 4.8006 -2.2149  C7 1.606, C9 1.632, H46 1.140, H47 1.159
9 C -2.3659 3.1840 -2.0431  C8 1.632, C10 1.607, H48 1.157, H49 1.140
10 C -3.6783 2.4990 -1.4190  C9 1.607, C11 1.615, H50 1.160, H51 1.151
11 C -4.5125 1.5649 -2.4385  C10 1.615, C12 1.604, H52 1.160, H53 1.158
12 C -3.6250 0.5691 -3.3299  C11 1.604, C13 1.608, H54 1.153, H55 1.159
13 C -2.6622 -0.4104 -2.4936  C12 1.608, N14 1.532, H56 1.139, H57 1.158
14 N -1.2915 -0.4715 -3.1757  C13 1.532, C15 1.482, C30 1.496
15 C -1.0875 -1.8163 -3.7637  N14 1.482, C16 1.547, C20 1.569
16 C -1.1479 -1.9395 -5.3048  C15 1.547, C17 1.570, H58 1.148
17 C -0.9729 -3.3020 -6.0649  C16 1.570, C18 1.552, H59 1.145
18 C -0.7385 -4.5610 -5.1885  C17 1.552, C19 1.550, H60 1.146
19 C -0.6615 -4.4900 -3.6425  C18 1.550, C20 1.546, H61 1.137
20 C -0.8545 -3.1284 -2.9360  C15 1.569, C19 1.546, S21 1.869
21 S -0.8071 -2.8948 -1.0825  C20 1.869, C22 1.873
22 C 0.0280 -1.2243 -0.9458  S21 1.873, C23 1.547, C30 1.558
23 C 1.0068 -0.8497 0.1920  C22 1.547, C24 1.567, H62 1.140
24 C 1.6675 0.5700 0.2411  C23 1.567, C25 1.593, C28 1.568
25 C 2.6496 1.0697 1.3908  C24 1.593, O26 1.274, O27 1.401
26 O 3.5149 0.3541 1.9922  C25 1.274
27 O 2.5061 2.4025 1.7978  C25 1.401
28 C 1.3594 1.5922 -0.9069  C24 1.568, C29 1.549, H63 1.137
29 C 0.3739 1.1806 -2.0293  C28 1.549, C30 1.548, H64 1.152
30 C -0.3235 -0.2011 -2.0671  N14 1.496, C22 1.558, C29 1.548
31 H -1.9688 6.5419 0.5871  C1 1.154
32 H -2.9747 5.0268 0.9435  C1 1.155
33 H -2.2620 6.0066 2.3202  C1 1.148
34 H -3.8288 8.0931 1.5786  C2 1.156
35 H -4.7250 6.6453 2.2683  C2 1.145
36 H -5.2675 5.7544 -0.1048  C3 1.143
37 H -6.0416 7.4026 0.3497  C3 1.158
38 H -4.7952 8.6890 -1.3106  C4 1.144
39 H -3.3076 7.5535 -1.2639  C4 1.156
40 H -5.8908 7.1972 -3.0311  C5 1.142
41 H -5.1835 5.6743 -2.2466  C5 1.157
42 H -4.2921 6.7778 -4.7060  C6 1.142
43 H -2.9754 7.4590 -3.5044  C6 1.152
44 H -3.8123 4.3712 -4.0133  C7 1.144
45 H -2.2340 5.2431 -4.3829  C7 1.152
46 H -3.0297 5.2746 -1.3182  C8 1.140
47 H -1.4152 5.1849 -2.2128  C8 1.159
48 H -1.5277 3.0541 -1.2566  C9 1.157
49 H -2.0572 2.7954 -3.0698  C9 1.140
50 H -4.3881 3.3686 -1.1252  C10 1.160
51 H -3.4097 1.9906 -0.4216  C10 1.151
52 H -5.2000 0.8979 -1.7844  C11 1.160
53 H -5.2445 2.1965 -3.0756  C11 1.158
54 H -3.0391 1.1854 -4.1079  C12 1.153
55 H -4.3496 -0.0828 -3.9563  C12 1.159
56 H -2.5768 -0.1691 -1.3838  C13 1.139
57 H -3.0964 -1.4756 -2.6294  C13 1.158
58 H -1.3484 -1.0024 -5.9374  C16 1.148
59 H -1.0313 -3.3244 -7.2080  C17 1.145
60 H -0.6209 -5.5547 -5.7473  C18 1.146
61 H -0.4665 -5.4466 -3.0602  C19 1.137
62 H 1.2305 -1.5951 1.0245  C23 1.140
63 H 1.8289 2.6272 -0.8898  C28 1.137
64 H 0.1346 1.9224 -2.8781  C29 1.152
65 C 5.7230 -1.2212 0.9333  C66 1.526, H71 1.093, H72 1.092, H73 1.092
66 C 5.8359 -2.5352 0.1657  C65 1.526, C67 1.542, N70 1.470, H74 1.096
67 C 6.4723 -3.6743 0.9882  C66 1.542, O68 1.426, H75 1.096, H76 1.097
68 O 7.8892 -3.5855 1.1185  C67 1.426, C69 1.418
69 C 8.3294 -2.7124 2.1453  O68 1.418, H77 1.094, H78 1.091, H79 1.093
70 N 6.5698 -2.2970 -1.0852  C66 1.470, H80 1.019, H81 1.021
71 H 6.6809 -0.7029 1.0226  C65 1.093
72 H 5.0415 -0.5397 0.4198  C65 1.092
73 H 5.3280 -1.3862 1.9382  C65 1.092
74 H 4.8168 -2.8463 -0.0898  C66 1.096
75 H 6.2866 -4.6156 0.4574  C67 1.096
76 H 5.9977 -3.7746 1.9717  C67 1.097
77 H 7.6568 -2.7167 3.0075  C69 1.094
78 H 8.4420 -1.6992 1.7552  C69 1.091
79 H 9.3155 -3.0492 2.4742  C69 1.093
80 H 6.5599 -3.1538 -1.6375  N70 1.019
81 H 7.5541 -2.1805 -0.8412  N70 1.021
82 C 8.3720 -6.3539 2.8441  C83 1.526, H88 1.092, H89 1.094, H90 1.093
83 C 8.8265 -7.7478 3.2673  C82 1.526, C84 1.542, N87 1.469, H91 1.096
84 C 7.6635 -8.7449 3.4469  C83 1.542, O85 1.424, H92 1.096, H93 1.096
85 O 6.9274 -8.5764 4.6545  C84 1.424, C86 1.419
86 C 5.9373 -7.5617 4.6023  O85 1.419, H94 1.094, H95 1.092, H96 1.092
87 N 9.6359 -7.6355 4.4879  C83 1.469, H97 1.019, H98 1.021
88 H 7.9333 -5.7866 3.6676  C82 1.092
89 H 9.2228 -5.7724 2.4773  C82 1.094
90 H 7.6370 -6.4089 2.0365  C82 1.093
91 H 9.4672 -8.1337 2.4666  C83 1.096
92 H 8.0911 -9.7521 3.5036  C84 1.096
93 H 6.9925 -8.7419 2.5796  C84 1.096
94 H 5.4736 -7.4878 3.6147  C86 1.094
95 H 6.3664 -6.6014 4.8944  C86 1.092
96 H 5.1619 -7.8098 5.3302  C86 1.092
97 H 10.0155 -8.5540 4.7129  N87 1.019
98 H 8.9952 -7.4453 5.2595  N87 1.021
99 C -6.3816 1.4023 4.1389  C100 1.526, H105 1.092, H106 1.094, H107 1.094
100 C -6.9598 2.0147 2.8662  C99 1.526, C101 1.543, N104 1.469, H108 1.096
101 C -7.0635 1.0157 1.6953  C100 1.543, O102 1.423, H109 1.096, H110 1.097
102 O -5.8265 0.7423 1.0472  C101 1.423, C103 1.419
103 C -5.0289 -0.2332 1.6996  O102 1.419, H111 1.094, H112 1.092, H113 1.092
104 N -6.1651 3.1948 2.5020  C100 1.469, H114 1.019, H115 1.021
105 H -5.3004 1.2623 4.0841  C99 1.092
106 H -6.5734 2.0565 4.9951  C99 1.094
107 H -6.8423 0.4336 4.3528  C99 1.094
108 H -7.9768 2.3472 3.1028  C100 1.096
109 H -7.7026 1.4652 0.9272  C101 1.096
110 H -7.5556 0.0846 2.0014  C101 1.097
111 H -5.6338 -1.0125 2.1720  C103 1.094
112 H -4.3783 0.2432 2.4355  C103 1.092
113 H -4.3876 -0.7006 0.9491  C103 1.092
114 H -6.6097 3.6552 1.7090  N104 1.019
115 H -5.2804 2.8582 2.1186  N104 1.021

Calculated values
total charge = -1
max |F| = 6.067 eV Å⁻¹
energy above the lowest of the compared OMol25 structures with the same formula, charge and spin = 0.0 kcal per mole
total energy = -67515.465 eV

Löwdin population analysis, charges in e, atoms 1 to 99:
1. C -0.137
2. C -0.262
3. C -0.225
4. C -0.196
5. C -0.212
6. C -0.211
7. C -0.215
8. C -0.203
9. C -0.195
10. C -0.194
11. C -0.208
12. C -0.189
13. C -0.165
14. N -0.100
15. C -0.197
16. C -0.002
17. C -0.077
18. C -0.097
19. C -0.081
20. C -0.392
21. S 0.849
22. C -0.398
23. C -0.012
24. C -0.057
25. C -0.561
26. O -0.097
27. O -0.220
28. C 0.004
29. C -0.019
30. C -0.211
31. H 0.076
32. H 0.070
33. H 0.077
34. H 0.109
35. H 0.098
36. H 0.090
37. H 0.110
38. H 0.108
39. H 0.099
40. H 0.101
41. H 0.095
42. H 0.098
43. H 0.112
44. H 0.107
45. H 0.110
46. H 0.064
47. H 0.119
48. H 0.107
49. H 0.091
50. H 0.095
51. H 0.105
52. H 0.102
53. H 0.107
54. H 0.101
55. H 0.109
56. H 0.121
57. H 0.119
58. H 0.094
59. H 0.081
60. H 0.081
61. H 0.087
62. H 0.100
63. H 0.100
64. H 0.091
65. C -0.077
66. C -0.422
67. C -0.213
68. O -0.216
69. C -0.114
70. N 0.033
71. H 0.067
72. H 0.067
73. H 0.073
74. H 0.136
75. H 0.112
76. H 0.117
77. H 0.092
78. H 0.074
79. H 0.080
80. H 0.063
81. H 0.064
82. C -0.072
83. C -0.428
84. C -0.206
85. O -0.196
86. C -0.105
87. N 0.034
88. H 0.069
89. H 0.078
90. H 0.077
91. H 0.134
92. H 0.117
93. H 0.117
94. H 0.091
95. H 0.075
96. H 0.086
97. H 0.068
98. H 0.069
99. C -0.075

***

- Among the records above, which one has the lowest total energy?
  C38H67N4O5S